22
Properties=species:S:1:pos:R:3 method="wB97M-V/def2-TZVPD" spin_multiplicity=3 fmax_ev_per_a=7.3 de_lowest_kcal_mol=0.0 total_energy_ev=-8395.539 total_charge=+1
C -2.80939 -0.29064 -0.46746
C 1.71933 -1.35387 0.33562
C 1.52521 1.02563 0.85499
C 0.95122 0.32364 -1.35631
C -1.70976 0.38095 0.25623
N -0.60025 -0.57037 0.53258
N 1.00820 -0.10480 0.10916
H -3.60746 0.37691 -0.74082
H -2.47623 -0.71757 -1.42809
H -3.15650 -1.10361 0.13565
H 1.05473 -2.06985 -0.09466
H 2.59413 -1.24967 -0.18627
H 1.78522 -1.37418 1.43570
H 0.71202 1.83107 0.95604
H 1.87088 0.72113 1.90213
H 2.34714 1.49532 0.37189
H 0.78480 1.32510 -1.43598
H 1.91096 0.17221 -1.73914
H 0.21631 -0.06163 -2.06289
H -1.38125 1.29968 -0.14159
H -2.16242 0.61793 1.22323
H -0.57690 -0.67337 1.54000

=====

24
Properties=species:S:1:pos:R:3 method="wB97M-V/def2-TZVPD" fmax_ev_per_a=3.8 total_energy_ev=-31473.324 total_charge=+2
O 0.75581 -1.17456 2.00658
C 0.85074 -1.31608 0.87200
O 2.05949 -1.25297 0.27056
C 2.26926 -0.06338 -0.53294
C 2.52857 1.24860 0.29847
F 2.64656 1.01590 1.64369
N -0.38025 -1.64460 0.15316
F -0.24500 -1.50227 -1.25533
C -1.60471 -0.98219 0.66803
C -1.51683 0.56481 0.79496
C -1.45404 1.36259 -0.55828
S -2.40783 0.64105 -1.93934
H 3.17753 -0.26131 -1.13014
H 1.46716 0.15138 -1.26689
H 3.44912 1.71696 -0.09575
H 1.67477 1.93458 0.11474
H -2.44889 -1.35021 0.06418
H -1.76839 -1.38379 1.68842
H -2.44678 0.87976 1.31075
H -0.68195 0.88179 1.44676
H -0.41617 1.58773 -0.87174
H -1.90865 2.35660 -0.36200
H -3.46059 -0.04638 -1.39964
Pt -0.13894 -3.36402 -1.92024